Record 1
Formula: C33H38AsN9O6S6Ta
Source: the Open Molecules 2025 dataset
Level of theory: ωB97M-V/def2-TZVPD

Structure (XYZ):
```
94
Properties=species:S:1:pos:R:3
Ta 0.60 0.02 0.28
S -1.60 4.95 0.90
As -0.04 3.49 1.12
S -0.99 1.59 1.90
S 2.30 1.18 1.83
S -0.10 2.85 3.28
C -3.92 -2.35 -1.41
C -2.95 -3.50 -1.23
C -1.57 -3.26 -1.90
C -0.67 -4.49 -1.69
C 0.68 -4.33 -2.38
C -1.81 -3.06 -3.39
O -2.07 -3.97 -4.14
N -1.78 -1.77 -3.80
C -1.64 -0.64 -2.97
O -2.04 0.43 -3.40
N -1.08 -0.82 -1.76
C -0.93 -2.03 -1.25
O -0.30 -2.18 -0.19
H -4.86 -2.57 -0.89
H -4.15 -2.19 -2.46
H -3.51 -1.43 -0.99
H -3.38 -4.41 -1.67
H -2.78 -3.69 -0.17
H -1.18 -5.36 -2.10
H -0.53 -4.63 -0.62
H 0.55 -4.18 -3.45
H 1.28 -5.23 -2.23
H 1.22 -3.48 -1.98
H -2.01 -1.58 -4.77
C -4.48 -1.32 1.98
N -3.19 -1.66 2.51
C -3.08 -2.44 3.60
C -1.87 -2.73 4.14
C -0.72 -2.16 3.51
N -0.84 -1.40 2.43
C -2.04 -1.16 1.89
O -2.16 -0.47 0.87
N 0.49 -2.36 4.01
H -5.12 -0.90 2.76
H -4.96 -2.20 1.54
H -4.33 -0.57 1.20
H -4.01 -2.79 4.03
H -1.77 -3.36 5.01
H 0.63 -2.97 4.80
H 1.30 -1.99 3.49
S 5.27 -2.47 3.15
C 3.72 -2.35 2.39
N 2.88 -1.54 2.92
C 3.42 -0.90 4.01
C 2.79 0.08 4.78
C 3.48 0.62 5.84
C 4.76 0.18 6.17
C 5.40 -0.78 5.41
C 4.73 -1.30 4.32
H 3.49 -2.93 1.52
H 1.80 0.42 4.51
H 3.02 1.40 6.44
H 5.27 0.59 7.03
H 6.40 -1.11 5.66
N -3.05 4.36 -1.79
C -3.55 2.98 -1.68
C -2.45 2.20 -0.96
N -1.12 2.35 -1.54
C -0.78 3.61 -2.18
C -1.97 4.36 -2.80
H -2.59 4.62 -0.83
H -3.78 5.03 -2.00
H -3.74 2.56 -2.67
H -4.47 2.95 -1.09
H -2.69 1.13 -0.96
H -2.46 2.54 0.08
H -1.02 1.60 -2.23
H -0.03 3.41 -2.94
H -0.32 4.29 -1.44
H -2.32 3.88 -3.71
H -1.67 5.39 -3.02
S 3.43 -1.79 -0.99
C 2.19 -1.00 -0.46
O 0.86 0.89 -3.02
C 1.65 1.55 -2.35
N 1.71 1.45 -0.96
C 2.83 2.07 -0.55
O 3.26 1.99 0.70
C 3.49 2.73 -1.62
C 4.65 3.49 -1.72
C 4.97 4.00 -2.96
C 4.17 3.78 -4.09
C 3.04 2.99 -4.00
C 2.72 2.45 -2.77
H 5.26 3.68 -0.85
H 5.87 4.60 -3.07
H 4.46 4.22 -5.03
H 2.41 2.81 -4.87
```

As for the net charge: 0. Its strongest force on any atom is 2.806 eV/A. The relative energy (zero: lowest compared OMol25 entry of this formula, charge and spin) is 101.5 kcal per mole. As for the spin multiplicity: 2. The expectation value of S² is 0.834. For the energy, the calculation gives -187937.7490 eV. The LUMO energy (alpha / beta) comes out at -0.8 / -0.8 eV.

---

Record 2
Formula: C33H38BaS3SbSe
Source: the Open Molecules 2025 dataset
Level of theory: ωB97M-V/def2-TZVPD

Structure (XYZ):
```
77
Properties=species:S:1:pos:R:3
Ba -0.53 -1.71 -0.05
C 2.63 1.06 -0.73
C 1.64 2.17 -0.46
S -0.10 1.65 -0.50
C -0.74 2.35 1.04
C -0.07 1.92 2.34
S -0.05 0.13 2.60
C 1.70 -0.17 3.00
C 2.74 0.24 1.97
S 2.49 -0.43 0.29
H 3.65 1.45 -0.66
H 2.51 0.68 -1.75
H 1.77 2.96 -1.20
H 1.83 2.63 0.52
H -1.79 2.06 1.04
H -0.72 3.44 0.96
H -0.61 2.38 3.17
H 0.96 2.28 2.39
H 1.74 -1.25 3.18
H 1.92 0.32 3.94
H 3.71 -0.10 2.32
H 2.80 1.33 1.88
C -8.89 0.33 -0.47
C -8.34 -0.93 -0.27
C -7.00 -1.06 0.07
C -6.20 0.08 0.20
C -6.76 1.34 0.02
C -8.10 1.46 -0.32
Sb -4.14 -0.03 0.75
C -3.80 -2.10 0.33
C -4.16 -2.71 -0.87
C -3.87 -4.05 -1.10
C -3.25 -4.80 -0.12
C -2.91 -4.22 1.09
C -3.19 -2.88 1.32
C -3.36 0.74 -1.11
C -3.38 2.13 -1.26
C -2.90 2.74 -2.41
C -2.36 1.98 -3.43
C -2.31 0.60 -3.29
C -2.81 -0.01 -2.15
H -9.94 0.43 -0.73
H -8.95 -1.81 -0.37
H -6.58 -2.04 0.22
H -6.17 2.23 0.14
H -8.53 2.44 -0.47
H -4.68 -2.14 -1.63
H -4.15 -4.50 -2.04
H -3.02 -5.84 -0.30
H -2.44 -4.81 1.87
H -2.93 -2.44 2.28
H -3.79 2.76 -0.47
H -2.94 3.82 -2.50
H -1.98 2.45 -4.32
H -1.90 -0.01 -4.09
H -2.81 -1.09 -2.10
C -1.03 -7.75 -2.23
C -0.51 -6.72 -1.27
C -0.56 -6.91 0.11
C -0.10 -5.97 1.02
C -0.19 -6.27 2.49
C 0.49 -4.77 0.54
Se 1.03 -3.45 1.83
C 0.63 -4.61 -0.84
C 1.49 -3.52 -1.45
C 0.10 -5.56 -1.72
H -1.73 -8.42 -1.73
H -0.22 -8.35 -2.63
H -1.54 -7.28 -3.07
H -1.00 -7.83 0.50
H -0.68 -7.23 2.65
H -0.73 -5.50 3.04
H 0.81 -6.31 2.93
H 1.99 -2.92 -0.68
H 0.94 -2.86 -2.14
H 2.27 -3.96 -2.07
H 0.22 -5.40 -2.79
```

As for the net charge: +1. Its strongest force on any atom is 0.345 eV/A. The relative energy (zero: lowest compared OMol25 entry of this formula, charge and spin) is 0.0 kcal per mole. As for the spin multiplicity: 1. For the energy, the calculation gives -139917.8217 eV. The LUMO energy comes out at -2.5 eV.